ORCA calculation (the ωB97M-V functional and the def2-TZVPD basis) on 2 unconnected molecules or ions with the total composition C8H16O3Si2 at a distorted geometry.

The geometry in XYZ format:
```
29
C8H16O3Si2, DFT the ωB97M-V functional and the def2-TZVPD basis
C 0.144 1.140 -2.635
C -0.772 0.119 -2.884
C 0.798 0.928 -1.518
C -0.509 -0.855 -1.739
C 0.375 -0.337 -0.848
C 2.753 -1.600 0.786
C 0.187 -2.285 1.884
C 0.614 0.688 1.996
O -3.318 1.755 -1.455
O -1.747 2.899 0.444
O -2.535 0.455 0.839
Si 1.001 -0.832 0.883
Si -2.619 1.665 -0.118
H 0.348 2.102 -3.130
H -0.431 -0.384 -3.864
H 1.784 1.428 -1.310
H -1.030 -1.814 -1.603
H 3.375 -1.229 -0.008
H 3.347 -1.158 1.814
H 2.741 -2.591 0.702
H -0.879 -2.257 1.838
H 0.324 -3.238 1.429
H 0.680 -2.404 2.900
H 1.498 1.067 2.528
H 0.172 1.555 1.412
H -0.188 0.476 2.723
H -1.811 0.434 -3.100
H -2.094 3.817 0.360
H -2.208 0.454 1.674
```

Results
* energy relative to the best compared isomer or geometry (same formula, charge and spin): 93.7 kcal/mol
* charge: 0
* SMILES: C[Si](C)(C)C1=CCC=C1.O=[Si](O)O



ORCA calculation (the ωB97M-V functional and the def2-TZVPD basis) on a molecular structure, C8H16Se at a distorted geometry.

The geometry in XYZ format:
```
25
C8H16Se, DFT the ωB97M-V functional and the def2-TZVPD basis
C -1.719 0.266 0.052
C -0.665 1.127 -0.568
C 1.383 -2.610 0.094
C 0.660 0.387 -0.301
C -3.158 0.384 -0.350
C -0.705 2.457 0.176
C 1.847 -2.694 1.583
C 1.922 0.510 -1.237
Se 0.043 -1.518 -0.605
H -1.539 0.132 1.101
H -1.043 1.352 -1.654
H 1.578 -3.573 -0.319
H 0.945 0.435 0.753
H -3.283 -0.115 -1.253
H -3.252 1.483 -0.500
H -3.909 0.051 0.334
H -0.469 2.265 1.255
H -1.586 3.003 -0.127
H 0.101 3.197 -0.078
H 2.991 -2.873 1.687
H 1.518 -3.492 2.259
H 1.578 -1.869 2.204
H 1.674 0.199 -2.252
H 2.826 -0.084 -1.083
H 2.263 1.584 -1.170
```

Results
* energy relative to the best compared isomer or geometry (same formula, charge and spin): 64.5 kcal/mol
* charge: 0



ORCA calculation (the ωB97M-V functional and the def2-TZVPD basis) on 2 unconnected molecules or ions with the total composition C8H16Si at a distorted geometry.

The geometry in XYZ format:
```
25
C8H16Si, DFT the ωB97M-V functional and the def2-TZVPD basis
C 2.839 -1.466 2.032
C 1.995 -1.147 -1.141
C 1.951 -0.645 1.463
C 1.620 -0.825 0.063
C -3.061 0.453 -0.076
C -0.500 1.952 0.728
C -0.709 0.727 -2.138
C -0.526 -1.149 0.268
Si -1.180 0.494 -0.236
H 3.188 -1.193 2.960
H 3.275 -2.309 1.453
H 1.347 -1.703 -1.856
H 2.931 -0.788 -1.519
H 1.479 0.248 1.887
H -3.328 -0.566 0.065
H -3.533 1.059 0.787
H -3.672 0.963 -0.932
H -1.087 2.564 1.321
H 0.261 1.567 1.464
H -0.237 2.815 -0.027
H -1.385 0.391 -2.786
H -0.604 1.753 -2.475
H 0.311 0.213 -2.323
H -0.570 -1.333 1.369
H -0.803 -2.076 -0.352
```

Results
* energy relative to the best compared isomer or geometry (same formula, charge and spin): 112.1 kcal/mol
* charge: 0



ORCA calculation (the ωB97M-V functional and the def2-TZVPD basis) on a molecular structure, C8H17Cl2NO3OsP at a distorted geometry.

The geometry in XYZ format:
```
33
C8H17Cl2NO3OsP, DFT the ωB97M-V functional and the def2-TZVPD basis
C -2.061 3.837 -2.635
C -1.307 2.679 -2.177
H -1.794 4.126 -3.660
H -1.870 4.682 -1.967
H -3.129 3.600 -2.614
O -0.510 1.926 -2.633
Cl -1.999 2.403 -0.047
Os -0.597 0.686 -0.093
P -1.808 -1.038 -0.807
C -0.905 -2.275 -1.828
C -2.679 -2.151 0.361
H -3.703 0.320 -1.415
H -3.754 -1.283 -2.212
H -2.658 -0.015 -2.830
C -3.110 -0.443 -1.928
H -3.240 -1.552 1.084
H -3.365 -2.820 -0.175
H -1.613 -3.000 -2.251
H -0.187 -2.810 -1.189
H -1.943 -2.759 0.904
H -0.357 -1.784 -2.644
C 0.752 0.290 -1.294
O 1.578 0.099 -2.121
Cl -1.579 0.295 2.102
C 1.731 -0.124 1.885
C 1.745 1.327 1.568
N 2.677 2.095 2.137
O 0.907 1.934 0.804
H 1.711 -0.236 2.978
H 2.633 -0.625 1.498
H 0.826 -0.597 1.446
H 2.716 3.073 1.907
H 3.371 1.681 2.745
```

Results
* spin multiplicity: 5
* charge: +3
* electronic energy: -1946.70807 hartree



ORCA calculation (the ωB97M-V functional and the def2-TZVPD basis) on a molecular structure, C8H17F5N2OPt at a distorted geometry.

The geometry in XYZ format:
```
34
C8H17F5N2OPt, DFT the ωB97M-V functional and the def2-TZVPD basis
Pt -0.278 -0.503 0.217
N -0.252 1.980 0.625
C 0.322 2.691 -0.509
C -0.215 2.126 -1.828
N 0.145 0.719 -1.950
H -1.222 2.240 0.766
H 0.258 2.173 1.479
H 1.406 2.556 -0.480
H 0.102 3.766 -0.472
H 0.191 2.724 -2.654
H -1.304 2.203 -1.842
H 1.146 0.622 -2.078
H -0.329 0.281 -2.731
C 3.193 -2.828 1.078
C 1.956 -2.322 0.311
C 2.322 -2.130 -1.177
C 0.828 -3.374 0.428
O 1.541 -1.134 0.869
H 3.526 -3.775 0.661
H 2.943 -2.961 2.126
H 3.996 -2.098 1.004
H 2.638 -3.070 -1.619
H 3.130 -1.406 -1.273
H 1.450 -1.767 -1.723
H 1.180 -4.371 0.176
H 0.014 -3.114 -0.252
H 0.445 -3.376 1.447
F -2.535 -2.052 1.240
C -2.259 -1.193 0.198
F -2.498 -1.962 -0.934
C -3.367 -0.129 0.234
F -4.615 -0.604 0.290
F -3.307 0.678 -0.843
F -3.211 0.680 1.299
```

Results
* energy relative to the best compared isomer or geometry (same formula, charge and spin): 41.2 kcal/mol
* charge: 0



ORCA calculation (the ωB97M-V functional and the def2-TZVPD basis) on a molecular structure, C8H17F6NNaO11S4 at a distorted geometry.

The geometry in XYZ format:
```
48
C8H17F6NNaO11S4, DFT the ωB97M-V functional and the def2-TZVPD basis
Na 12.828 -3.595 34.750
C 10.347 -6.221 35.491
F 10.250 -4.907 35.097
F 10.317 -6.362 36.874
F 9.380 -6.814 34.851
S 12.116 -6.870 34.933
O 12.138 -8.265 35.259
O 12.185 -6.547 33.498
N 13.195 -5.723 35.693
S 13.952 -6.652 36.641
O 13.114 -7.126 37.735
O 14.844 -7.649 36.056
C 15.237 -5.412 37.431
F 14.632 -4.599 38.277
F 16.112 -6.068 38.259
F 15.823 -4.671 36.473
O 11.741 -3.218 32.559
H 11.765 -4.186 32.430
O 10.662 -0.704 33.844
S 10.460 -0.986 35.280
O 11.347 -1.881 35.955
O 10.326 0.511 36.048
C 10.404 0.463 37.473
C 11.851 0.856 37.889
C 8.792 -1.533 35.289
H 10.124 -0.499 37.903
H 9.933 1.272 38.032
H 12.019 1.900 37.623
H 12.653 0.314 37.388
H 11.939 0.691 38.962
H 8.168 -0.767 34.830
H 8.693 -1.714 36.359
H 8.678 -2.441 34.697
O 14.244 -1.850 30.792
S 15.085 -2.501 31.923
O 14.635 -2.699 33.308
O 15.532 -4.057 31.390
C 14.596 -5.098 31.367
C 15.296 -6.039 30.428
C 16.788 -1.726 31.900
H 13.576 -4.891 31.045
H 14.371 -5.705 32.244
H 14.963 -7.077 30.432
H 16.366 -6.053 30.637
H 15.047 -5.726 29.414
H 16.598 -0.834 32.496
H 17.128 -1.412 30.913
H 17.494 -2.413 32.366
```

Results
* energy relative to the best compared isomer or geometry (same formula, charge and spin): 86.6 kcal/mol
* charge: -1